A molecular structure, C14H16F5MnO4. Source: OMol25; level of theory: ωB97M-V/def2-TZVPD.

```
40
Properties=species:S:1:pos:R:3
Mn 0.204 0.044 0.250
C 0.954 -2.677 -0.277
C 0.493 -2.641 1.165
O -0.271 -1.402 1.342
C -1.664 -1.395 1.814
C -2.011 0.068 2.047
O -1.392 0.843 0.962
C -2.083 1.814 0.134
C -1.850 1.417 -1.308
O -0.405 1.010 -1.381
C 0.065 -0.691 -3.091
C 2.239 -1.197 -1.799
O 1.407 -1.315 -0.633
H 0.145 -2.953 -0.953
H 1.784 -3.372 -0.402
H 1.320 -2.593 1.869
H -0.132 -3.505 1.390
H -1.731 -1.961 2.742
H -2.278 -1.859 1.042
H -1.586 0.444 2.975
H -3.089 0.220 2.048
H -1.659 2.791 0.361
H -3.149 1.822 0.358
H -2.005 2.252 -1.989
H -2.436 0.550 -1.612
H -0.370 -0.747 -4.094
H -0.597 -1.252 -2.433
H 2.699 -0.210 -1.748
H 3.027 -1.951 -1.765
F 1.207 -2.712 -3.293
C 1.426 -1.375 -3.099
C 0.160 0.720 -2.610
C 0.850 1.693 -3.220
F 0.855 2.921 -2.749
C 1.672 1.509 -4.408
F 1.973 2.588 -5.014
C 2.260 0.339 -4.912
F 2.990 0.478 -5.989
C 2.241 -0.904 -4.307
F 2.987 -1.802 -4.820
```

Expectation value of S²: 0.77
Multiplicity: 2
HOMO-LUMO gap (alpha / beta) in eV: 7.7 / 7.6
Charge: +3



A single C14H16N2O2 molecule at a distorted geometry. Source: OMol25; level of theory: ωB97M-V/def2-TZVPD.

```
34
Properties=species:S:1:pos:R:3
C -1.793 0.056 -5.589
C -2.188 0.659 -4.240
O -3.116 1.462 -4.251
N -1.567 0.379 -2.993
C -0.453 -0.441 -2.934
C 0.242 -0.750 -1.753
C -0.201 -0.158 -0.402
C 0.980 0.481 0.330
C 2.010 -0.590 0.708
C 2.285 -0.925 2.021
N 1.558 -0.359 3.125
C 1.604 -0.995 4.374
C 0.757 -0.569 5.553
O 2.294 -2.015 4.524
C 0.740 0.753 2.836
C 0.511 1.196 1.565
C -1.381 0.805 -0.614
C -1.999 1.050 -1.820
H -1.585 -1.003 -5.505
H -2.571 0.185 -6.313
H -0.878 0.566 -5.930
H -0.008 -0.882 -3.825
H 1.085 -1.419 -1.808
H -0.556 -0.964 0.257
H 1.480 1.191 -0.342
H 2.560 -1.103 -0.091
H 3.030 -1.725 2.140
H 1.202 0.223 6.094
H 0.574 -1.410 6.209
H -0.228 -0.210 5.241
H 0.267 1.278 3.662
H -0.090 2.090 1.417
H -1.798 1.358 0.199
H -2.769 1.786 -1.845
```

Structure (SMILES): CC(=O)N1C=CC(C2C=CN(C(C)=O)C=C2)C=C1
Multiplicity: 1
HOMO-LUMO gap in eV: 8.7



Energy for the records above, in order: -2493.084059, -803.014845 Eh
ΔE to the lowest compared entry with this formula, charge and spin for the records above, in order: 0.0, 298.0 kJ/mol